DFT (the ωB97M-V functional and the def2-TZVPD basis) results for C3H3Br3 as an isolated structure at a distorted geometry.

Summary:
Frontier orbital gap in Eh: 0.303
E_tot in eV: -213282.8691
Energy relative to the best compared isomer or geometry (same formula, charge and spin) in eV: 3.5142
Highest occupied orbital energy in eV: -8.751

Geometry (Å):
C: -0.474 0.716 0.319
C: 0.484 0.751 1.155
C: -0.113 -0.895 -1.272
Br: 0.775 2.345 2.304
Br: -1.793 -1.723 -1.396
Br: 1.269 -1.910 -0.499
H: -1.557 0.942 0.187
H: 1.166 -0.077 1.164
H: 0.243 -0.148 -1.963